(1)
{"formula": "C26H47N9O4P2SSn", "method": "the ωB97M-V functional and the def2-TZVPD basis", "elements": ["Sn", "C", "N", "C", "P", "O", "O", "P", "O", "N", "C", "C", "N", "C", "C", "N", "C", "C", "H", "H", "H", "H", "H", "H", "H", "H", "H", "H", "H", "H", "H", "H", "H", "H", "H", "H", "H", "H", "H", "H", "H", "H", "C", "C", "C", "C", "N", "C", "C", "C", "C", "C", "C", "N", "H", "H", "H", "H", "H", "H", "H", "H", "N", "C", "C", "C", "C", "C", "C", "H", "H", "H", "H", "H", "N", "N", "H", "H", "H", "H", "C", "S", "C", "O", "H", "H", "H", "H", "H", "H"], "positions_angstrom": [[-0.19, 0.63, -0.62], [2.41, 3.10, 3.73], [2.55, 1.65, 3.63], [3.70, 1.12, 4.34], [1.23, 0.78, 3.19], [0.47, 1.44, 2.12], [1.95, -0.61, 2.83], [1.64, -1.87, 1.84], [1.35, -1.45, 0.45], [0.40, -2.71, 2.51], [-0.94, -2.12, 2.42], [0.59, -3.57, 3.66], [3.02, -2.75, 1.99], [3.81, -2.99, 0.79], [3.80, -2.73, 3.22], [0.24, 0.36, 4.44], [-1.07, 0.99, 4.59], [0.80, -0.18, 5.67], [3.30, 3.58, 3.32], [2.29, 3.42, 4.77], [1.55, 3.43, 3.16], [4.61, 1.62, 3.98], [3.81, 0.05, 4.14], [3.63, 1.28, 5.42], [-1.03, -1.44, 1.57], [-1.19, -1.57, 3.33], [-1.67, -2.93, 2.29], [1.52, -4.12, 3.59], [-0.23, -4.29, 3.70], [0.57, -3.01, 4.61], [3.20, -2.89, -0.10], [4.23, -4.00, 0.83], [4.64, -2.27, 0.73], [3.18, -2.46, 4.08], [4.62, -2.01, 3.15], [4.22, -3.72, 3.40], [-1.44, 1.32, 3.63], [-1.03, 1.84, 5.28], [-1.77, 0.26, 4.99], [1.78, -0.62, 5.49], [0.14, -0.96, 6.06], [0.90, 0.59, 6.44], [-1.99, -3.54, -1.65], [-1.01, -4.29, -2.27], [0.17, -3.67, -2.65], [0.33, -2.32, -2.41], [-0.61, -1.60, -1.80], [-1.74, -2.19, -1.42], [1.57, -1.59, -2.82], [2.82, -2.21, -2.83], [3.92, -1.46, -3.22], [3.74, -0.13, -3.57], [2.45, 0.39, -3.53], [1.39, -0.32, -3.17], [-2.92, -3.97, -1.33], [-1.16, -5.35, -2.45], [0.94, -4.23, -3.16], [-2.42, -1.52, -0.90], [2.93, -3.24, -2.52], [4.90, -1.91, -3.23], [4.57, 0.49, -3.88], [2.26, 1.42, -3.80], [-2.02, 0.35, 0.01], [-2.91, 1.08, 0.72], [-4.29, 0.72, 0.71], [-5.26, 1.46, 1.37], [-4.93, 2.61, 2.09], [-3.59, 2.99, 2.13], [-2.61, 2.25, 1.48], [-4.57, -0.16, 0.15], [-6.29, 1.14, 1.32], [-5.69, 3.19, 2.59], [-3.30, 3.87, 2.69], [-1.57, 2.54, 1.57], [3.67, 3.46, 0.49], [3.35, 2.08, 0.32], [2.85, 4.05, 0.36], [4.34, 3.71, -0.22], [2.67, 1.94, -0.43], [2.90, 1.77, 1.17], [-3.53, 2.77, -2.41], [-1.88, 3.35, -2.81], [-1.63, 4.33, -1.34], [-0.97, 2.15, -2.69], [-4.20, 3.63, -2.42], [-3.52, 2.28, -1.44], [-3.81, 2.07, -3.19], [-2.32, 5.17, -1.35], [-0.60, 4.69, -1.37], [-1.80, 3.71, -0.47]], "mulliken_charge": [0.023, -1.031, 0.773, -0.890, -1.357, -0.173, 0.712, -0.583, 0.382, 0.507, -0.452, -0.841, 0.342, -0.905, -1.152, 1.185, -0.955, -1.015, 0.409, 0.287, 0.159, 0.361, 0.045, 0.251, -0.060, 0.166, 0.492, 0.297, 0.369, 0.136, 0.086, 0.388, 0.339, 0.379, 0.251, 0.365, 0.115, 0.271, 0.357, 0.189, 0.344, 0.251, -0.891, -0.490, -0.707, 0.228, 0.124, -0.168, 0.658, -0.383, -0.581, -0.571, -0.315, -0.312, 0.477, 0.432, 0.450, 0.198, 0.314, 0.424, 0.400, 0.433, 0.179, -0.418, -0.177, -0.546, -0.703, -0.819, -0.369, 0.375, 0.392, 0.381, 0.393, 0.835, -0.560, -0.475, 0.195, 0.247, 0.166, 0.390, -0.510, 0.237, -0.483, -0.522, 0.419, -0.091, 0.339, 0.428, 0.297, -0.137], "homo_ev": -5.7, "charge": 0, "gap_ev": 6.2}



(2)
{"formula": "C26H48BrO3SSi2Zr", "method": "the ωB97M-V functional and the def2-TZVPD basis", "elements": ["Zr", "O", "C", "O", "C", "C", "C", "C", "C", "C", "S", "H", "H", "H", "H", "C", "Si", "C", "C", "C", "H", "H", "H", "H", "H", "H", "H", "H", "H", "H", "H", "C", "C", "C", "C", "Si", "Br", "C", "C", "C", "C", "C", "C", "C", "C", "H", "H", "H", "H", "H", "H", "H", "H", "H", "H", "H", "H", "H", "H", "H", "H", "H", "H", "H", "H", "H", "H", "H", "H", "H", "H", "H", "C", "O", "C", "C", "H", "H", "H", "H", "H", "H"], "positions_angstrom": [[1.24, -1.69, 0.47], [-1.80, -2.44, -1.77], [-1.05, -2.66, -0.84], [0.25, -2.65, -0.93], [-1.71, -3.06, 0.49], [-2.60, -4.12, 0.33], [-3.37, -4.60, 1.38], [-3.27, -3.98, 2.62], [-2.40, -2.93, 2.79], [-1.59, -2.44, 1.75], [-0.55, -1.08, 2.18], [-2.69, -4.56, -0.65], [-4.05, -5.43, 1.22], [-3.88, -4.33, 3.45], [-2.31, -2.45, 3.76], [3.05, -3.20, 3.87], [3.40, -4.04, 2.20], [4.98, -3.32, 1.40], [3.87, -5.84, 2.64], [1.97, -3.80, 1.07], [3.90, -2.59, 4.20], [2.83, -3.92, 4.66], [2.18, -2.54, 3.77], [5.33, -2.43, 1.94], [4.76, -3.01, 0.38], [5.79, -4.04, 1.37], [4.73, -5.88, 3.32], [4.13, -6.40, 1.73], [3.04, -6.36, 3.12], [1.06, -4.22, 1.52], [2.12, -4.32, 0.11], [-0.60, 3.47, 1.11], [-0.23, 3.58, -0.38], [1.28, 3.31, -0.49], [-0.51, 5.02, -0.85], [-1.24, 2.32, -1.43], [-0.34, 0.25, -0.97], [-3.08, 2.12, -0.87], [-3.80, 3.48, -0.85], [-3.83, 1.17, -1.82], [-3.17, 1.49, 0.53], [-1.01, 2.50, -3.35], [0.46, 2.80, -3.68], [-1.89, 3.63, -3.90], [-1.37, 1.19, -4.08], [0.07, 4.11, 1.69], [-0.49, 2.45, 1.47], [-1.62, 3.81, 1.29], [1.82, 4.09, 0.06], [1.63, 3.34, -1.52], [1.57, 2.34, -0.08], [0.05, 5.73, -0.23], [-1.58, 5.27, -0.76], [-0.22, 5.17, -1.89], [-3.79, 3.95, -1.84], [-3.33, 4.17, -0.15], [-4.84, 3.34, -0.55], [-3.94, 1.61, -2.82], [-4.83, 0.98, -1.43], [-3.31, 0.21, -1.90], [-2.82, 2.16, 1.31], [-2.61, 0.56, 0.60], [-4.22, 1.26, 0.75], [0.77, 3.77, -3.31], [0.59, 2.79, -4.76], [1.11, 2.03, -3.26], [-1.71, 4.57, -3.37], [-2.95, 3.38, -3.82], [-1.66, 3.79, -4.96], [-0.73, 0.37, -3.76], [-1.22, 1.34, -5.16], [-2.40, 0.89, -3.92], [2.73, 0.25, 2.61], [2.83, -0.69, 1.55], [2.56, -0.05, 0.18], [3.86, -0.12, -0.63], [3.40, 1.10, 2.41], [3.02, -0.23, 3.54], [1.71, 0.64, 2.71], [4.39, 0.84, -0.65], [3.64, -0.38, -1.67], [4.56, -0.86, -0.22]], "mulliken_charge": [-0.040, -0.564, -0.156, -0.718, 0.829, -0.498, -0.666, -0.498, -1.108, 1.198, -0.449, 0.410, 0.372, 0.362, 0.416, -1.054, 0.639, -1.120, -1.165, -1.145, 0.314, 0.382, 0.153, 0.324, 0.175, 0.430, 0.279, 0.284, 0.303, 0.255, 0.529, -2.021, 2.679, -1.754, -1.808, -1.257, 0.859, 2.504, -1.771, -2.164, -1.671, 2.591, -2.032, -1.798, -1.808, 0.585, 0.285, 0.349, 0.538, 0.282, 0.237, 0.529, 0.327, 0.278, 0.292, 0.275, 0.518, 0.332, 0.603, 0.353, 0.284, 0.165, 0.559, 0.321, 0.608, 0.320, 0.278, 0.292, 0.539, 0.307, 0.540, 0.314, -0.895, 0.177, 0.611, -1.877, 0.296, 0.165, 0.219, 0.339, 0.316, 0.318], "homo_ev": -3.2, "charge": -1, "de_lowest_kcal_mol": 31.7, "gap_ev": 5.7}



(3)
{"formula": "C26H48Cl3N6O3PtSi", "method": "the ωB97M-V functional and the def2-TZVPD basis", "elements": ["C", "C", "H", "H", "H", "C", "C", "H", "H", "H", "H", "Pt", "Cl", "Cl", "C", "O", "N", "C", "C", "H", "H", "H", "H", "H", "H", "H", "H", "H", "C", "C", "N", "H", "C", "O", "H", "H", "H", "H", "O", "C", "C", "C", "H", "C", "H", "C", "H", "C", "C", "H", "H", "H", "Si", "Cl", "C", "C", "C", "H", "H", "H", "H", "H", "H", "H", "H", "H", "C", "N", "C", "N", "C", "N", "C", "N", "C", "C", "H", "H", "H", "H", "H", "H", "H", "H", "H", "H", "H", "H"], "positions_angstrom": [[5.61, -0.03, -1.90], [4.92, -0.95, -0.94], [6.70, -0.18, -1.81], [5.36, 1.03, -1.71], [5.23, -0.24, -2.93], [5.52, -1.96, -0.23], [6.96, -2.35, -0.32], [4.91, -2.68, 0.35], [7.60, -1.46, -0.14], [7.25, -2.82, -1.28], [7.17, -3.04, 0.51], [-2.10, 0.12, -1.15], [-3.59, -0.50, -2.73], [0.77, 2.82, -1.07], [-2.81, -2.35, 1.12], [-2.90, -1.30, 1.76], [-2.37, -3.54, 1.64], [-2.18, -3.68, 3.08], [-2.42, -4.77, 0.85], [-2.98, -2.40, 0.03], [-2.54, -2.76, 3.56], [-1.11, -3.83, 3.31], [-2.74, -4.56, 3.44], [-2.86, -4.55, -0.13], [-3.03, -5.52, 1.37], [-1.41, -5.18, 0.70], [1.49, 2.14, 1.32], [2.02, -0.48, 3.16], [0.82, 1.99, 2.17], [0.96, -0.23, 3.36], [0.40, 0.59, 2.28], [-0.04, 2.66, 2.04], [-0.30, 0.06, 1.29], [-0.80, 0.83, 0.39], [0.36, -1.16, 3.40], [-0.45, -1.04, 1.30], [1.38, 2.27, 3.08], [0.87, 0.32, 4.30], [2.90, 0.42, -1.29], [3.41, -0.91, -1.16], [2.89, -1.83, 1.22], [2.68, -1.83, -0.16], [3.59, -1.11, 1.65], [2.29, -2.81, 2.01], [3.30, -1.52, -2.11], [1.92, -2.87, -0.71], [2.50, -2.84, 3.07], [1.36, -3.71, 1.48], [1.25, -3.78, 0.10], [1.90, -2.97, -1.80], [0.81, -4.38, 2.14], [0.57, -4.49, -0.36], [2.24, 2.12, -2.33], [-0.93, -1.70, -1.63], [3.80, 3.16, -1.86], [1.79, 3.39, -3.82], [1.48, 0.61, -3.39], [4.24, 2.91, -0.88], [3.52, 4.23, -1.79], [4.60, 3.09, -2.61], [1.61, -0.11, -2.64], [2.16, 0.19, -4.19], [0.44, 0.68, -3.77], [0.80, 3.16, -4.29], [2.58, 3.40, -4.59], [1.75, 4.44, -3.48], [-4.77, 0.75, -0.05], [-3.47, 1.51, -0.34], [-3.14, 2.17, 0.99], [-4.19, 3.07, 1.43], [-5.44, 2.33, 1.63], [-5.84, 1.65, 0.38], [-6.06, 2.70, -0.63], [-4.83, 3.49, -0.87], [-3.77, 2.62, -1.36], [-4.41, 4.09, 0.42], [-4.60, 0.01, 0.76], [-5.05, 0.23, -0.97], [-2.21, 2.74, 0.85], [-3.03, 1.39, 1.76], [-6.24, 3.02, 1.90], [-5.27, 1.62, 2.45], [-6.36, 2.24, -1.59], [-6.82, 3.39, -0.25], [-2.89, 3.25, -1.55], [-4.06, 2.11, -2.29], [-5.21, 4.76, 0.76], [-3.48, 4.66, 0.29]], "mulliken_charge": [-1.063, 0.340, 0.386, -0.097, 0.286, 0.040, -1.560, 0.204, 0.374, 0.255, 0.385, 2.024, -0.658, -0.425, 0.151, -0.700, 0.413, -0.940, -0.929, 0.134, 0.254, 0.183, 0.394, 0.321, 0.357, 0.239, 0.083, 0.227, -0.803, -0.871, 0.361, 0.188, 0.285, -0.856, 0.145, -0.214, 0.417, 0.472, -0.645, -0.193, -0.013, 0.901, 0.663, -1.313, 0.087, -0.630, 0.472, -0.153, -0.768, 0.267, 0.605, 0.281, 1.462, -0.533, -1.450, -1.427, -0.170, 0.290, 0.355, 0.400, -0.623, 0.211, 0.376, 0.212, 0.334, 0.329, -0.413, -0.285, -0.373, 0.202, -0.677, -0.015, -0.714, -0.023, -0.378, -0.671, 0.008, 0.524, 0.078, 0.036, 0.347, 0.310, 0.366, 0.347, 0.199, 0.347, 0.341, 0.314], "homo_ev": [-3.1, -4.5], "charge": -1, "s_squared": 2.006, "de_lowest_kcal_mol": 0.0, "gap_ev": [5.3, 5.8], "multiplicity": 3}